[1]
The following is a quantum chemistry calculation of a structure of composition C3H2Cl2O4RuYb in a non-equilibrium geometry, from OMol25.

Structure (XYZ):
```
13
Properties=species:S:1:pos:R:3:forces:R:3:mulliken_spin:R:1
Yb -0.374 -0.287 -1.581 -4.2217 0.3712 2.7908 1.02
Ru 0.263 0.163 1.230 -4.3826 -6.2743 -1.3009 3.94
Cl -0.998 -1.637 0.192 0.1055 -2.1717 1.8691 0.24
Cl -0.892 1.583 -0.310 -0.7352 3.2228 1.7504 0.38
C 1.181 1.527 1.937 10.4053 13.8422 6.7109 -0.33
C 0.178 -1.890 -2.724 1.3313 -2.9759 -2.5062 0.00
C 0.264 0.839 -3.164 1.4490 2.0148 -3.2200 0.01
O 1.822 2.472 2.395 -5.2123 -7.3554 -3.4843 0.48
O 0.466 -2.771 -3.285 0.9380 -3.0852 -1.9697 0.00
O 0.599 1.480 -3.972 1.1228 2.2405 -2.8779 0.00
O -0.892 -0.651 2.752 0.2625 0.8120 -0.2750 0.26
H -1.368 0.107 3.117 -1.1815 0.1655 1.1085 -0.01
H -0.249 -0.935 3.413 0.1190 -0.8064 1.4043 -0.01
```
Forces are in eV/Å.

Calculated values
relative energy (zero: lowest compared OMol25 entry of this formula, charge and spin): 550.3 kJ/mol
spin multiplicity: 7
HOMO energy (spin up / spin down): -27.5 / -29.1 eV
frontier orbital gap (spin up / spin down): 0.3310 / 0.2406 hartree
lowest unoccupied orbital energy (spin up / spin down): -18.520 / -22.542 eV
DFT total energy: -70428.337 eV
total charge: +4

***

[2]
The following is a quantum chemistry calculation of an isolated molecule of C3H2Cl2OS2 in a non-equilibrium geometry, from OMol25.

Structure (XYZ):
```
10
Properties=species:S:1:pos:R:3:forces:R:3:nbo_charge:R:1
C -1.432 -0.266 0.042 1.9519 -1.0454 1.1175 0.46
C -0.049 -0.415 -0.640 -1.9571 2.3330 -1.4964 -0.60
C 1.000 0.384 0.118 -0.1961 2.3445 0.1430 -0.13
O -2.517 -0.261 -0.431 -0.1997 0.2174 -0.4557 -0.50
S -1.180 -0.355 1.814 0.6045 0.3872 0.8130 0.10
S 0.984 -0.129 1.904 -1.4163 -0.0225 -1.6187 0.19
Cl 2.622 0.334 -0.562 -0.1792 -0.6470 0.1930 0.06
Cl 0.620 2.308 0.040 -0.1950 -1.8201 0.0674 -0.11
H 0.303 -1.393 -0.566 0.1915 -2.0144 0.0877 0.26
H -0.350 -0.207 -1.719 1.3956 0.2673 1.1490 0.27
```
Forces are in eV/Å.

Calculated values
relative energy (zero: lowest compared OMol25 entry of this formula, charge and spin): 0.0 kJ/mol
SMILES string: O=C1CC(Cl)(Cl)SS1
HOMO energy: -9.4 eV
frontier orbital gap: 0.3277 hartree
lowest unoccupied orbital energy: -0.522 eV
DFT total energy: -51905.588 eV

***

[3]
The following is a quantum chemistry calculation of an isolated molecule of C3H2ClF in a non-equilibrium geometry, from OMol25.

Structure (XYZ):
```
7
Properties=species:S:1:pos:R:3:forces:R:3:nbo_charge:R:1
C -0.129 0.061 -0.052 1.2833 0.5288 0.2526 -0.05
C -1.588 -0.210 0.044 6.6150 1.7691 1.0164 -0.44
C 1.394 0.313 -0.137 -7.7611 -3.1349 1.0073 0.28
F 1.993 1.456 0.038 -0.1880 0.6139 -0.4932 -0.29
Cl 2.484 -1.052 -0.100 -0.5853 0.7176 0.0189 0.02
H -2.094 0.025 1.060 0.9407 -0.8612 -2.0040 0.24
H -2.060 -0.592 -0.853 -0.3045 0.3666 0.2021 0.23
```
Forces are in eV/Å.

Calculated values
relative energy (zero: lowest compared OMol25 entry of this formula, charge and spin): 244.5 kJ/mol
SMILES string: C=C=C(F)Cl
HOMO energy (spin up / spin down): -8.9 / -8.9 eV
frontier orbital gap (spin up / spin down): 0.3300 / 0.3300 hartree
lowest unoccupied orbital energy (spin up / spin down): 0.062 / 0.061 eV
DFT total energy: -18378.543 eV

***

[4]
The following is a quantum chemistry calculation of a structure of composition C3H2ClF in a non-equilibrium geometry, from OMol25.

Structure (XYZ):
```
7
Properties=species:S:1:pos:R:3:forces:R:3:nbo_charge:R:1
C 0.264 -1.887 -0.030 -0.0401 -1.4601 0.8312 -0.32
C 0.158 -0.728 0.274 -0.3166 4.3176 -0.9860 -0.14
C -0.146 1.202 0.052 2.7106 -5.3812 0.2833 0.24
F 1.028 1.794 -0.125 0.1231 0.1180 -0.5564 -0.31
Cl -1.185 1.238 -1.246 -0.9705 0.6797 -0.9113 0.09
H 0.309 -2.974 0.047 0.0508 0.8945 -0.4162 0.24
H -0.428 1.357 1.028 -1.5573 0.8314 1.7555 0.19
```
Forces are in eV/Å.

Calculated values
relative energy (zero: lowest compared OMol25 entry of this formula, charge and spin): 214.9 kJ/mol
HOMO energy: -10.3 eV
frontier orbital gap: 0.4004 hartree
lowest unoccupied orbital energy: 0.616 eV
DFT total energy: -18378.850 eV

***

[5]
The following is a quantum chemistry calculation of an isolated molecule of C3H2ClF3 in a non-equilibrium geometry, from OMol25.

Structure (XYZ):
```
9
Properties=species:S:1:pos:R:3:forces:R:3:nbo_charge:R:1
C -1.086 0.871 -0.612 -0.2183 -2.5045 0.3117 0.27
C -0.334 -0.178 -0.006 -2.7757 2.7702 -2.0584 -0.21
C 1.109 -0.415 0.397 0.5024 -0.5605 3.8284 0.53
H -2.250 0.569 -0.898 3.3347 1.3938 0.9122 0.21
H 1.259 -0.388 1.552 -1.0241 -0.8831 -1.7570 0.16
F -0.677 2.118 -0.998 -0.2254 -2.0800 0.6178 -0.31
F 2.005 0.612 0.152 -0.7910 -1.1408 -1.7494 -0.33
F 1.489 -1.731 -0.011 -0.1141 2.7365 -0.0468 -0.34
Cl -1.514 -1.458 0.423 1.3115 0.2684 -0.0585 0.01
```
Forces are in eV/Å.

Calculated values
relative energy (zero: lowest compared OMol25 entry of this formula, charge and spin): 142.3 kJ/mol
SMILES string: F/C=C(/Cl)C(F)F
HOMO energy: -10.0 eV
frontier orbital gap: 0.3765 hartree
lowest unoccupied orbital energy: 0.267 eV
DFT total energy: -23815.821 eV

***

[6]
The following is a quantum chemistry calculation of an isolated molecule of C3H2ClF3 in a non-equilibrium geometry, from OMol25.

Structure (XYZ):
```
9
Properties=species:S:1:pos:R:3:forces:R:3:nbo_charge:R:1
C -0.048 0.133 -1.166 0.1722 -0.1427 -0.4628 -0.02
C -0.416 0.016 0.244 1.0080 -0.4192 1.4221 0.24
C 0.341 -0.007 1.356 -0.3480 0.3090 -2.5287 0.29
H -0.754 0.821 -1.650 0.5427 0.0549 -0.0660 0.19
H 1.017 0.371 -1.266 -0.4081 0.3001 -0.1919 0.20
F -0.252 -1.113 -1.783 0.0815 0.1856 0.1346 -0.36
F -1.690 -0.281 0.424 -1.3386 -0.2077 0.0895 -0.30
F -0.184 -0.319 2.497 -0.2861 -0.1087 1.3269 -0.28
Cl 1.986 0.379 1.344 0.5766 0.0287 0.2763 0.04
```
Forces are in eV/Å.

Calculated values
relative energy (zero: lowest compared OMol25 entry of this formula, charge and spin): 31.9 kJ/mol
SMILES string: FC/C(F)=C(/F)Cl
HOMO energy: -9.7 eV
frontier orbital gap: 0.3812 hartree
lowest unoccupied orbital energy: 0.691 eV
DFT total energy: -23816.965 eV